1.
46
Properties=species:S:1:pos:R:3:forces:R:3:mulliken_charge:R:1 method="wB97M-V/def2-TZVPD" homo_energy_ev=-8.14 total_energy_ha=-1258.76947 gap_ev=8.73
C 3.62079 -1.98389 2.66100 -0.11 0.07 0.18 -0.718
O 4.28381 -2.43393 1.50271 0.13 -0.03 -0.27 -0.435
C 4.46968 -1.56182 0.47559 0.17 0.00 -0.29 0.175
C 5.04454 -2.09011 -0.67892 -0.06 -0.12 0.22 -0.675
C 5.24991 -1.27710 -1.77521 -0.07 0.02 0.13 -0.309
C 4.88788 0.05582 -1.74294 -0.13 0.31 0.10 -0.755
C 4.32081 0.58813 -0.58792 0.26 -0.33 -0.32 0.224
O 4.00846 1.92101 -0.66199 -0.04 -0.11 -0.11 -0.455
C 3.45278 2.59974 0.43756 -0.15 0.14 0.22 -0.701
C 1.92906 2.43208 0.51855 0.16 0.90 -0.15 0.706
O 1.14791 3.33630 0.36559 0.11 -0.16 0.09 -0.567
O 1.61299 1.16561 0.74964 -0.15 -0.54 -0.63 0.139
N 0.25255 0.82068 0.95695 -0.28 -0.13 1.27 -0.767
C -0.56670 0.96772 -0.01544 0.54 0.17 -0.62 0.533
N -0.26828 1.32903 -1.29045 0.17 -0.02 -0.22 -0.362
C -1.96617 0.62371 0.28225 -0.41 -0.07 0.15 -0.214
C -2.48184 0.82461 1.55595 0.09 0.01 -0.21 -0.895
C -3.79840 0.51278 1.81226 -0.16 -0.15 -0.23 -0.664
C -4.63997 -0.01405 0.83240 0.18 0.06 0.07 0.520
O -5.90267 -0.25745 1.26575 0.34 0.12 0.08 -0.464
C -6.89246 -0.80411 0.42245 -0.45 -0.19 -0.20 -0.715
C -4.11497 -0.23487 -0.45748 -0.18 -0.03 -0.04 1.261
O -4.94079 -0.77015 -1.41535 0.02 0.14 0.46 -0.465
C -4.42180 -1.02686 -2.69598 0.07 -0.04 -0.19 -0.949
C -2.79079 0.09474 -0.70772 0.05 0.01 0.03 -0.613
C 4.12043 -0.21606 0.52570 -0.06 0.09 0.35 0.291
H 2.62989 -1.58226 2.42753 0.03 0.00 0.01 0.276
H 3.51457 -2.86116 3.29736 -0.01 0.09 -0.01 0.239
H 4.20757 -1.22604 3.19096 -0.03 -0.01 -0.03 0.314
H 5.31132 -3.13415 -0.69248 0.03 -0.13 0.00 0.452
H 5.69273 -1.68734 -2.67010 0.04 -0.04 -0.08 0.356
H 5.03639 0.70186 -2.59277 0.02 0.09 -0.10 0.439
H 3.65240 3.66032 0.26147 -0.11 -0.22 0.10 0.361
H 3.91054 2.29412 1.38521 0.00 0.03 -0.08 0.310
H -1.01120 1.68686 -1.86541 0.01 0.04 0.09 0.236
H 0.64657 1.70109 -1.48907 -0.11 -0.03 0.04 0.201
H -1.84569 1.22851 2.32476 0.06 0.06 0.10 0.472
H -4.22487 0.66751 2.79038 -0.06 0.02 0.11 0.430
H -7.09969 -0.15678 -0.43177 0.00 -0.06 0.08 0.264
H -6.61545 -1.79761 0.06481 -0.04 0.09 0.03 0.266
H -7.78316 -0.87824 1.04633 0.05 0.00 -0.06 0.289
H -4.09517 -0.10738 -3.19296 0.01 -0.04 0.02 0.355
H -5.24659 -1.46229 -3.25845 0.10 0.03 -0.02 0.245
H -3.59247 -1.74048 -2.66223 -0.01 0.04 0.00 0.359
H -2.37340 -0.09495 -1.68353 0.00 -0.05 -0.10 0.634
H 3.66898 0.18689 1.41504 -0.05 -0.01 0.04 0.376

---

2.
46
Properties=species:S:1:pos:R:3:forces:R:3:mulliken_charge:R:1 method="wB97M-V/def2-TZVPD" homo_energy_ev=-8.01 total_energy_ha=-1258.77250 gap_ev=8.74
C 7.59267 2.03555 -2.44572 0.10 0.19 -0.15 -0.857
O 7.01746 1.04335 -1.62817 -0.27 -0.22 0.20 -0.445
C 5.66934 1.03248 -1.46980 -0.21 -0.04 0.06 0.555
C 4.78866 1.94185 -2.04736 0.39 0.09 -0.11 -0.655
C 3.43734 1.80541 -1.80503 -0.14 -0.28 0.22 -0.861
C 2.92746 0.78520 -1.01121 0.08 -0.06 0.01 -0.167
C 1.45666 0.73556 -0.85970 -0.32 0.73 -0.24 0.691
O 0.73409 1.68463 -1.09345 0.15 -0.33 -0.01 -0.650
O 1.02250 -0.45866 -0.46176 -0.12 0.05 0.65 -0.074
N -0.35645 -0.73723 -0.45800 -0.39 -0.72 -1.00 -0.789
C -1.16013 -0.03812 0.24716 0.54 0.50 0.47 0.632
N -0.85371 0.95587 1.13247 0.16 0.03 0.23 -0.417
C -2.57716 -0.43183 0.14736 -0.40 -0.12 -0.10 -0.278
C -3.08088 -0.94042 -1.04246 0.08 0.11 0.17 -0.876
C -4.41268 -1.28089 -1.12674 -0.16 0.01 0.27 -0.686
C -5.28238 -1.14404 -0.04513 0.15 -0.01 -0.10 0.520
O -6.55950 -1.52462 -0.31491 0.36 0.03 -0.11 -0.465
C -7.58232 -1.44469 0.65196 -0.45 -0.02 0.25 -0.714
C -4.77014 -0.64988 1.17060 -0.20 0.00 0.05 1.268
O -5.62354 -0.53961 2.24354 0.04 -0.13 -0.47 -0.461
C -5.11256 -0.09641 3.47479 0.06 0.06 0.18 -0.949
C -3.43004 -0.29610 1.23934 0.06 0.01 -0.02 -0.591
C 3.81964 -0.12529 -0.40712 0.07 0.24 -0.16 0.897
O 3.29734 -1.06641 0.40464 0.09 0.19 -0.12 -0.380
C 4.15459 -2.00363 1.01097 0.19 -0.15 0.11 -0.942
C 5.17794 0.01615 -0.65008 0.15 -0.17 0.08 -0.372
H 7.22758 1.96799 -3.47508 0.00 0.01 0.05 0.347
H 7.39876 3.03930 -2.05524 0.00 -0.04 -0.02 0.344
H 8.66441 1.84400 -2.43025 -0.08 0.05 -0.03 0.255
H 5.13746 2.74233 -2.67834 0.06 0.06 -0.06 0.393
H 2.73337 2.49669 -2.24313 -0.05 0.04 -0.02 0.439
H -1.59536 1.59833 1.35859 0.03 -0.03 -0.10 0.253
H 0.04990 1.39339 1.03535 -0.16 -0.02 -0.07 0.262
H -2.42173 -1.05607 -1.88569 0.06 0.00 -0.11 0.470
H -4.82956 -1.66844 -2.04259 -0.06 -0.04 -0.11 0.425
H -8.47990 -1.79411 0.14144 0.05 0.03 0.05 0.288
H -7.73573 -0.41991 0.99603 0.00 -0.09 -0.03 0.266
H -7.37935 -2.08748 1.51078 -0.04 0.06 -0.07 0.260
H -5.95636 -0.12370 4.16318 0.10 0.03 0.00 0.245
H -4.32212 -0.75603 3.84701 -0.01 0.04 -0.02 0.360
H -4.73444 0.92950 3.41227 0.01 -0.05 0.00 0.350
H -3.02365 0.06232 2.17145 0.00 0.02 0.11 0.672
H 4.69683 -2.59312 0.26566 -0.01 0.03 0.02 0.380
H 4.86962 -1.51931 1.68416 -0.02 -0.02 -0.04 0.339
H 3.50365 -2.66044 1.58547 0.09 0.02 -0.03 0.256
H 5.90242 -0.65345 -0.21724 0.05 -0.09 0.08 0.464

---

3.
42
Properties=species:S:1:pos:R:3:forces:R:3:mulliken_charge:R:1 method="wB97M-V/def2-TZVPD" homo_energy_ev=-6.75 total_energy_ha=-916.78237 gap_ev=6.54
C -1.06361 0.03439 0.17813 -1.52 0.48 0.28 2.905
C -2.32657 -0.82858 0.45041 -0.03 2.35 -0.90 0.264
C -3.57126 -0.41861 -0.11142 -1.73 -0.33 0.69 0.080
N -4.70690 -0.23851 -0.37851 2.24 0.02 -0.09 -0.767
C -2.25152 -2.05045 1.06445 0.21 -3.87 1.62 0.225
N -2.20045 -3.14736 1.53276 0.00 3.02 -1.25 -0.782
C 0.08869 -0.32854 1.11099 -0.39 -0.06 -0.49 -0.398
C 0.84790 -1.38688 0.71710 1.54 -0.55 0.95 0.346
C 1.86624 -1.91399 1.54722 -0.34 0.64 0.58 -1.064
C 1.98572 -1.44394 2.87472 -0.97 0.77 -1.18 -0.442
C 1.11683 -0.39071 3.30553 1.33 -1.31 -1.44 -0.847
C 0.26518 0.20114 2.38879 -0.71 0.33 0.63 -0.397
H -1.16221 1.11160 0.16232 -0.79 0.23 2.09 -0.930
H 0.61181 -1.77258 -0.24440 0.56 -0.48 -0.47 0.238
H 2.55750 -2.65007 1.14329 -0.23 -0.04 0.23 0.365
H 2.75963 -1.80953 3.53894 -0.15 -0.14 -0.05 0.381
H 1.21387 -0.05909 4.31554 -0.14 0.41 0.40 0.431
H -0.33587 1.03839 2.73530 -0.09 -0.09 -0.19 0.375
C -1.98255 2.80874 -1.07271 -0.33 0.83 0.58 -1.757
C -0.75704 2.60509 -1.91339 0.29 -0.49 0.40 1.061
C -1.08647 3.18676 -3.27284 -0.29 0.11 -0.25 -1.638
C 0.52522 3.17226 -1.36452 0.25 0.68 0.50 -1.371
N -0.52612 1.15942 -2.03387 1.73 -0.96 -0.33 0.644
C -0.83401 0.09173 -1.25932 -0.20 -2.29 -3.21 -1.166
N -0.77352 -0.99186 -2.14299 1.11 -0.45 1.62 0.378
C -1.19385 -2.38453 -1.86797 -0.19 -1.33 0.49 -0.653
C 0.10446 -0.64483 -3.14774 1.41 0.05 -0.86 -0.729
C 0.28792 0.68680 -3.07631 -1.10 -0.13 -0.11 -0.420
H -1.83613 2.46719 -0.05576 -0.31 0.43 0.12 0.672
H -2.16147 3.88913 -1.04553 -0.22 -0.22 0.12 0.557
H -2.85692 2.29769 -1.49165 0.18 0.10 0.07 0.458
H -0.23477 3.16563 -3.95636 -0.29 -0.08 -0.11 0.410
H -1.96821 2.65178 -3.65049 0.39 0.14 -0.33 0.405
H -1.38801 4.23472 -3.13621 0.20 -0.27 -0.03 0.435
H 1.36605 3.06086 -2.05778 -0.25 0.07 -0.05 0.340
H 0.33871 4.23144 -1.20158 0.39 0.19 0.20 0.459
H 0.83755 2.68692 -0.43159 -0.26 0.19 -0.04 0.205
H -2.31185 -2.45918 -1.66985 1.59 0.42 0.01 0.262
H -1.02046 -3.03542 -2.78099 0.17 1.07 0.98 0.338
H -0.59859 -2.80012 -0.97517 -1.34 0.35 -1.47 0.328
H 0.81307 -1.30873 -3.70534 -1.61 0.25 0.45 0.333
H 0.90473 1.34754 -3.65331 -0.12 -0.01 -0.15 0.469

---

4.
44
Properties=species:S:1:pos:R:3:forces:R:3:mulliken_charge:R:1 method="wB97M-V/def2-TZVPD" homo_energy_ev=-8.58 total_energy_ha=-1067.45112 gap_ev=9.06
C 0.20397 2.28430 1.52643 0.13 -0.12 0.03 -1.250
C -0.02600 2.46874 0.06139 0.25 -0.06 0.32 0.618
C -1.34732 3.01921 -0.35579 -0.22 0.08 -0.14 -0.907
C -2.50135 2.02976 -0.13149 0.39 0.38 -0.02 0.635
O -3.62513 2.43026 0.07400 -0.31 0.11 0.03 -0.667
N -2.14339 0.72606 -0.22750 0.33 -0.22 -0.04 0.088
C -2.96474 -0.39767 -0.17136 -0.37 -0.34 0.01 0.143
C -4.32871 -0.35097 0.11083 -0.09 0.03 0.03 -0.255
C -5.04127 -1.53974 0.13840 0.31 -0.10 -0.07 0.903
C -6.50666 -1.55630 0.43881 0.00 0.01 0.01 -1.511
C -4.35274 -2.72464 -0.11696 -0.02 0.11 0.01 -0.449
C -2.99903 -2.65914 -0.38931 -0.24 -0.17 0.05 -0.558
N -2.31585 -1.52934 -0.41996 0.37 0.34 -0.04 -0.527
N 0.77508 2.18051 -0.88696 -0.28 0.03 -0.75 -0.962
N 1.93132 1.47738 -0.61708 0.19 0.44 0.42 0.180
C 1.89315 0.24550 -0.02042 -0.22 0.09 -0.04 0.487
O 0.86298 -0.21558 0.43954 0.13 -0.15 -0.10 -0.653
C 3.19187 -0.47256 0.00573 0.21 -0.36 0.09 0.413
C 3.15957 -1.86145 0.07472 -0.13 0.17 -0.02 -0.658
C 4.34213 -2.57658 0.11092 0.02 -0.03 -0.01 -0.581
C 5.55479 -1.91178 0.09206 -0.06 0.10 0.01 -0.525
C 5.60568 -0.52158 0.04400 0.02 -0.04 -0.03 0.577
C 6.92886 0.18176 0.03777 0.03 -0.03 -0.01 -1.464
C 4.41662 0.18978 -0.00153 -0.10 -0.10 -0.02 -0.390
H 1.25892 2.42552 1.76238 0.04 -0.02 0.03 0.375
H -0.39874 2.98608 2.09686 -0.01 0.10 0.01 0.455
H -0.06005 1.26854 1.82564 -0.02 0.05 0.01 0.270
H -1.32768 3.24645 -1.42427 0.01 -0.01 0.05 0.335
H -1.59559 3.92979 0.19114 -0.05 -0.09 0.01 0.405
H -1.16515 0.47387 -0.35273 -0.07 0.09 -0.02 0.099
H -4.81014 0.59338 0.29973 -0.01 0.04 0.01 0.502
H -6.88954 -0.54625 0.55631 -0.08 0.03 0.02 0.327
H -7.05131 -2.04987 -0.36484 -0.08 -0.01 -0.02 0.340
H -6.69456 -2.11194 1.35699 -0.07 -0.01 0.05 0.320
H -4.86711 -3.67335 -0.10382 -0.03 -0.12 -0.01 0.416
H -2.42384 -3.55209 -0.59683 -0.03 -0.12 -0.01 0.375
H 2.65844 1.66372 -1.29427 -0.17 -0.16 0.10 0.348
H 2.20102 -2.35670 0.09636 -0.09 -0.04 0.01 0.485
H 4.31904 -3.65507 0.15735 -0.01 -0.09 0.00 0.392
H 6.47805 -2.47241 0.12327 0.10 -0.07 0.01 0.427
H 7.53074 -0.13377 0.88842 0.08 0.04 0.04 0.348
H 6.80043 1.26021 0.08274 0.05 0.07 0.00 0.356
H 7.48144 -0.06396 -0.86862 0.08 0.04 -0.03 0.322
H 4.44969 1.27060 -0.01402 0.01 0.10 0.02 0.417

---

5.
47
Properties=species:S:1:pos:R:3:forces:R:3:mulliken_charge:R:1 method="wB97M-V/def2-TZVPD" homo_energy_ev="-15.05 / -15.05" charge=+2 total_energy_ha=-3985.63559 gap_ev="5.23 / 5.24"
Pt 1.01995 -0.44953 0.73519 0.33 -0.76 0.20 1.097
C 4.10606 -2.49612 7.96200 0.00 -0.01 -0.01 -1.395
C 3.20464 -2.04115 6.85763 0.02 0.00 0.01 0.805
C 1.83405 -2.31362 6.91234 -0.02 -0.01 -0.01 -0.770
C 0.98126 -1.87644 5.92193 0.04 -0.02 -0.01 -0.503
C 1.51914 -1.15114 4.85460 -0.01 -0.07 0.03 0.554
C 2.88276 -0.85887 4.77248 -0.01 -0.02 0.03 -0.407
C 3.71129 -1.31334 5.77522 0.01 0.01 -0.01 -0.883
S 0.45371 -0.57401 3.65162 -0.10 0.42 -0.19 1.436
O -0.91333 -0.66825 4.03735 0.04 0.14 0.01 -0.625
O 0.99879 0.63728 3.02225 -0.02 -0.37 0.11 -0.730
N 0.62644 -1.57268 2.26231 0.03 0.17 -0.12 -0.064
C -0.38129 -2.33884 1.63508 -0.07 0.10 -0.13 0.342
C -1.34698 -3.21417 2.04692 -0.06 -0.03 -0.01 -0.785
C -2.18892 -3.69720 1.04162 0.02 0.00 0.05 -0.214
C -2.07222 -3.27136 -0.27779 0.03 0.03 -0.02 -0.772
C -1.09487 -2.35190 -0.61813 0.01 -0.11 -0.03 0.035
N -0.25220 -1.96514 0.33875 0.04 0.08 0.12 -0.208
H 3.86332 -3.51208 8.27136 0.00 0.00 0.00 0.387
H 3.97389 -1.85098 8.83348 0.00 0.00 0.00 0.328
H 5.15288 -2.45607 7.66989 0.00 0.00 0.00 0.373
H 1.43452 -2.86760 7.75180 0.00 0.00 0.00 0.438
H -0.08161 -2.06660 5.97718 -0.01 0.01 0.00 0.480
H 3.27529 -0.26860 3.95607 -0.01 0.01 0.00 0.427
H 4.76956 -1.09237 5.73312 0.00 0.00 0.00 0.375
H -1.46436 -3.48976 3.08456 0.01 0.01 0.00 0.474
H -2.96190 -4.40851 1.30166 0.00 0.00 0.00 0.453
H -2.73207 -3.65090 -1.04434 0.01 0.00 -0.01 0.427
H -0.94974 -1.96247 -1.61567 0.00 -0.01 0.00 0.507
Se -0.50485 1.31172 0.09428 -0.15 0.07 0.08 0.107
C 0.22940 2.09017 -1.38624 0.03 -0.04 0.00 0.272
N 0.66745 2.60565 -2.31880 -0.02 0.00 0.01 -0.321
C 5.01134 1.62113 -1.99932 0.02 -0.01 0.00 -1.581
C 4.01881 0.62935 -2.63147 -0.06 0.03 0.02 2.120
C 4.70132 -0.70315 -2.98495 0.04 0.01 0.01 -1.574
C 3.33730 1.24652 -3.86420 -0.02 -0.02 0.00 -1.569
C 2.99379 0.33586 -1.62108 0.08 -0.08 -0.04 -0.111
N 2.22336 0.06780 -0.81356 -0.17 0.45 -0.12 -0.602
H 5.78612 1.82609 -2.73716 0.00 0.01 0.00 0.407
H 5.48730 1.20519 -1.11162 0.00 0.00 0.00 0.416
H 4.52537 2.56197 -1.74423 0.00 0.00 0.00 0.407
H 5.47702 -0.48961 -3.71942 0.00 -0.01 0.00 0.404
H 3.99861 -1.40820 -3.42754 0.00 0.00 0.00 0.397
H 5.17273 -1.15928 -2.11474 0.00 0.00 0.00 0.410
H 4.11538 1.43169 -4.60397 0.00 0.00 0.00 0.433
H 2.85001 2.18989 -3.62826 0.00 0.00 0.00 0.416
H 2.60579 0.56739 -4.30130 0.00 0.00 0.00 0.388